DFT (ωB97M-V/def2-TZVPD) results for 14 unconnected molecules or ions with the total composition C22H72N4O14 in a non-equilibrium geometry.

Results
Kohn-Sham gap (eV): 9.29
HOMO (eV): -9.3
DFT total energy (eV): -58599.806

```
112
C22H72N4O14, DFT ωB97M-V/def2-TZVPD
C -0.33250 -0.26109 -0.41248
C 0.61450 0.79391 -0.04648
O 0.91050 0.93291 1.29752
H -0.44950 -0.28509 -1.46648
H -1.26750 -0.06709 -0.03748
H -0.00850 -1.25809 -0.02948
H 0.36950 1.74091 -0.39448
H 1.57650 0.51991 -0.56048
H 1.65850 1.58991 1.41752
C -0.61250 2.49291 3.91652
C -1.97350 2.36691 3.18152
O -2.36550 3.64491 2.88752
H -0.64150 3.17091 4.73752
H 0.12950 2.94091 3.31652
H -0.13250 1.46891 4.04352
H -2.78450 1.87691 3.78052
H -1.93550 2.00091 2.23452
H -3.15850 3.52391 2.36852
C -3.41350 0.90291 -2.80848
C -2.93050 -0.59009 -2.93548
O -3.84750 -1.36609 -3.61948
H -2.85450 1.38691 -2.13648
H -4.47450 0.95891 -2.56548
H -3.28250 1.29991 -3.86648
H -2.96150 -1.05509 -1.96348
H -1.99250 -0.64809 -3.50448
H -3.37450 -2.11109 -3.98548
C 3.24650 -1.52709 0.47352
C 3.93250 -1.18609 -0.86148
O 3.11050 -0.86709 -1.96748
H 2.97350 -2.49309 0.57752
H 2.28850 -0.98909 0.63852
H 3.95150 -1.30109 1.25652
H 4.53950 -2.03409 -1.04948
H 4.64550 -0.36809 -0.68848
H 2.70550 -1.71009 -2.28948
C 2.51150 -5.40609 1.09052
C 1.04650 -5.41109 1.11052
O 0.57850 -4.13809 0.78652
H 2.94350 -5.13209 0.09252
H 2.96250 -6.43009 1.23452
H 2.91750 -4.70309 1.76952
H 0.64850 -5.52809 2.14952
H 0.59950 -6.17709 0.49752
H 0.83950 -3.55809 1.50352
C -1.81550 3.97991 -0.67248
C -2.92450 5.00491 -1.08248
O -4.19050 4.53091 -0.83848
H -1.98950 3.78191 0.35352
H -0.82950 4.36091 -0.63948
H -1.97250 3.08291 -1.28748
H -2.80150 5.40891 -2.07648
H -2.81450 5.80291 -0.47248
H -4.82450 5.25491 -0.96648
C 0.96050 2.29791 -3.08648
C -0.18350 1.90191 -3.94248
O -0.35550 2.94791 -4.90648
H 0.87350 3.17791 -2.42748
H 1.69150 2.58091 -3.85848
H 1.36050 1.43191 -2.61148
H -1.15550 1.88291 -3.46948
H -0.12950 0.96291 -4.49848
H -0.63250 3.69991 -4.41448
C 2.76650 0.14791 3.65952
C 3.00550 1.17391 4.83052
O 2.86250 2.47191 4.37152
H 3.30750 -0.81909 3.85752
H 3.26550 0.45891 2.77052
H 1.72750 0.01491 3.31952
H 4.04150 1.15391 5.13152
H 2.35650 0.88591 5.63052
H 2.16450 2.90791 4.89452
C -0.10550 -2.05609 2.99952
O 1.17550 -2.44909 2.71952
N -0.63150 -0.87009 2.72952
N -0.87550 -2.90209 3.67352
H 0.04250 -0.28809 2.20952
H -1.57350 -0.62609 3.08952
H -0.39850 -3.65409 4.15952
H -1.59050 -2.38509 4.30052
C 2.31050 3.65091 1.30452
O 1.80950 4.51891 2.30352
N 2.14650 3.92691 0.04252
N 3.18150 2.72591 1.59352
H 1.51450 4.68791 -0.21048
H 2.58750 3.35791 -0.71548
H 3.34850 2.45391 2.56052
H 3.67750 2.10791 0.92252
C -2.04750 -3.25809 -0.91148
O -2.62150 -4.21909 -1.66148
H -2.75350 -2.53009 -0.54548
H -1.32350 -2.73409 -1.49948
H -1.62850 -3.70809 -0.04148
H -2.56850 -3.96009 -2.60648
C 1.03550 -4.58309 -2.14848
O 1.32650 -3.37009 -1.53848
H -0.07150 -4.74109 -2.04848
H 1.51450 -5.37609 -1.60448
H 1.16250 -4.59309 -3.26748
H 0.96450 -3.51909 -0.67348
C -4.13950 1.34491 0.56152
O -4.92250 1.28991 1.74652
H -4.06550 2.37391 0.11952
H -4.32750 0.58291 -0.12348
H -3.15850 1.05391 0.95252
H -4.45050 0.89291 2.44252
C 0.70850 -1.83609 -4.24048
O 0.67950 -1.09609 -5.37448
H 0.39950 -2.85209 -4.47448
H 0.05050 -1.50709 -3.45548
H 1.76150 -1.86109 -3.91648
H 1.18550 -1.49409 -6.11448
```

DFT (ωB97M-V/def2-TZVPD) results for C5H8O2 in the gas phase.

Results
Kohn-Sham gap (eV): 10.82
HOMO (eV): -9.9
DFT total energy (eV): -9408.803
Structure (SMILES): O[C@@H]1C=CC[C@@H]1O

```
15
C5H8O2, DFT ωB97M-V/def2-TZVPD
O -0.63802 -1.67157 -0.85240
C -0.34761 -0.98238 0.37164
C -1.35817 0.11978 0.57297
C -0.85129 1.30824 0.22526
C 0.65652 1.25694 0.02694
C 1.02779 -0.24508 0.25446
O 1.81920 -0.79730 -0.77267
H -1.05185 -1.05810 -1.47310
H -0.34038 -1.78838 1.11763
H -2.41443 -0.12182 0.70601
H -1.44682 2.22036 0.11335
H 1.14279 1.90357 0.77442
H 1.00382 1.57661 -0.97011
H 1.57927 -0.36112 1.20085
H 1.21916 -1.35977 -1.29525
```

DFT (ωB97M-V/def2-TZVPD) results for a molecular structure, C16H13MoN4O3S3.

Results
Total charge: +3
Kohn-Sham gap (eV): 5.09
HOMO (eV): -18.1
DFT total energy (eV): -63233.291

```
40
C16H13MoN4O3S3, DFT ωB97M-V/def2-TZVPD
Mo 0.09254 -0.02178 0.04292
O 0.47611 -0.45256 1.87811
N 1.09269 0.34713 2.72352
N 1.44454 1.39829 2.12449
O 1.07572 1.49401 0.84787
C 2.19202 2.42938 2.72797
C 2.31534 3.65205 2.05890
C 3.03666 4.65208 2.67082
C 3.61842 4.43014 3.91861
C 3.48509 3.20179 4.56725
C 2.77164 2.18339 3.98009
H 1.84944 3.81620 1.09822
H 3.14570 5.61089 2.18396
H 4.18287 5.22362 4.39060
H 3.94818 3.04387 5.53126
H 2.67240 1.22237 4.46577
S -0.46995 1.64110 -1.33431
C -0.56972 0.32511 -2.47245
C -1.65750 0.27690 -3.36359
C -1.74144 -0.74778 -4.27662
C -2.82979 -0.78021 -5.20545
N -3.72281 -0.82654 -5.92629
C -0.76712 -1.79357 -4.28525
C 0.26814 -1.79288 -3.37807
C 0.40024 -0.72092 -2.48493
S 1.68968 -0.76616 -1.29481
C -0.88475 -2.86443 -5.22607
N -1.00108 -3.73699 -5.96408
H -2.40382 1.06152 -3.35989
H 0.99293 -2.59753 -3.38319
C -3.43710 -2.81875 -0.32260
S -2.54021 -1.95417 0.94125
C -1.71683 -3.28549 1.78208
O -1.34868 -1.27002 0.08203
H -2.77977 -3.50108 -0.85900
H -3.90361 -2.08251 -0.97554
H -4.22421 -3.36974 0.20172
H -2.50633 -3.83119 2.30853
H -1.03478 -2.86082 2.51703
H -1.21084 -3.93474 1.06910
```

DFT (ωB97M-V/def2-TZVPD) results for a molecular structure, C19H37AlBeBr3Cl2FIMgNO7S in a non-equilibrium geometry.

Results
Kohn-Sham gap (eV): 2.75
HOMO (eV): -6.2
DFT total energy (eV): -305380.121

```
75
C19H37AlBeBr3Cl2FIMgNO7S, DFT ωB97M-V/def2-TZVPD
C -2.61501 5.43297 2.44329
O -2.23634 5.87096 1.10982
C -0.80003 5.54512 0.75375
C -0.73295 5.38509 -0.75698
C -0.75245 3.93192 -1.26325
C -1.42371 2.93264 -0.31296
C -1.91846 1.72281 -1.11010
C -3.32323 1.90343 -1.66975
C -3.71304 0.84856 -2.70538
C -2.88265 0.90158 -4.00628
C -2.05311 -0.33860 -4.33863
C -1.27871 -0.92733 -3.17894
C -0.91710 -2.38668 -3.46565
C 0.20722 -2.82631 -2.54112
S -0.48102 -2.97001 -0.87816
C -1.03605 -4.71344 -0.79120
C -2.56600 -4.69733 -0.91978
O -3.20755 -3.71065 -1.05859
I -3.54076 -6.59452 -0.86728
C 0.91465 -2.57552 0.33291
C 0.30261 -2.50848 1.74428
F 1.34920 -1.35539 -0.03707
H -2.79258 6.29601 3.08247
H -1.85229 4.79651 2.87492
H -3.52071 4.84299 2.34556
H -0.19244 6.40155 1.04022
H -0.40013 4.68820 1.32733
H -1.59210 5.89839 -1.20980
H 0.16974 5.85798 -1.13160
H -1.33977 3.92940 -2.18447
H 0.22838 3.55679 -1.53323
H -0.62269 2.56619 0.32836
H -2.22626 3.38539 0.27323
H -1.92092 0.82139 -0.49625
H -1.23240 1.61475 -1.94916
H -4.07306 1.85195 -0.87263
H -3.45218 2.89500 -2.11228
H -4.73224 1.10310 -3.00305
H -3.76325 -0.14179 -2.25622
H -3.60040 1.02899 -4.81738
H -2.24462 1.78250 -4.03700
H -2.63989 -1.10400 -4.85407
H -1.29000 -0.03184 -5.05762
H -0.29331 -0.42614 -3.02456
H -1.83649 -0.94511 -2.23948
H -1.78870 -3.02808 -3.28416
H -0.65404 -2.53266 -4.51119
H 1.04024 -2.12672 -2.53949
H 0.61629 -3.79976 -2.80764
H -0.66858 -5.23257 -1.66670
H -0.78570 -5.23278 0.12094
H 1.75388 -3.30062 0.25132
H -0.71742 -2.87523 1.68694
H 0.27977 -1.45317 2.02622
H 0.91471 -3.11208 2.40935
O 5.87217 -1.08590 3.13136
C 5.27193 -1.93992 3.75328
C 3.34654 -1.61073 3.43722
O 2.72292 -2.45097 4.06705
H 5.34225 -1.96126 4.85143
H 5.37981 -3.00163 3.43726
H 3.27284 -1.59899 2.32948
H 3.22509 -0.54800 3.72038
Al -2.94634 7.51210 0.58430
Br 1.01402 1.21080 -3.54036
Cl 3.20193 -3.41640 -1.34869
Mg -1.73364 -0.73559 1.77672
N 7.40982 -1.45441 7.08208
O 8.26886 -2.52994 6.77141
O 7.87195 -0.69566 7.86899
O 6.34931 -1.39856 6.53287
Br 1.63290 4.07277 1.82651
Be 3.41326 -5.45386 -1.29625
Br 1.56470 -5.74733 -0.30902
Cl 7.45333 -4.01187 6.66219
```